# C34H55F6N3O22

A 13-piece molecular cluster, C34H55F6N3O22 overall in a non-equilibrium geometry (the ωB97M-V functional and the def2-TZVPD basis, the OMol25 dataset).

The geometry in XYZ format:
```
120
Properties=species:S:1:pos:R:3:forces:R:3:mulliken_charge:R:1
C -7.6323 -22.5182 -2.1548 0.6 -0.9 0.0 -0.039
O -6.3967 -22.5066 -1.3512 -1.7 -0.4 -0.6 -0.520
H -7.5107 -21.8408 -3.0049 -0.1 0.0 0.0 0.058
H -7.7666 -23.5549 -2.5724 0.1 1.0 0.6 0.177
H -8.5307 -22.2435 -1.5703 0.6 -0.1 -0.1 0.028
H -5.9785 -21.6952 -1.6094 0.5 0.5 0.1 0.300
C -15.0987 -25.1796 -1.7203 -0.1 1.9 0.5 -0.719
O -13.9198 -24.4254 -1.3836 -0.6 0.6 -0.6 -0.260
H -14.7548 -26.1702 -1.5643 -0.2 -1.2 -0.5 0.278
H -15.9129 -24.9877 -0.9878 0.3 0.0 -0.4 0.270
H -15.4617 -24.9080 -2.7329 0.2 -0.6 0.4 0.210
H -14.0570 -23.4550 -1.4500 -0.1 -0.8 -0.1 0.033
C -16.2716 -18.3513 -1.7791 0.5 0.2 -1.3 -0.484
O -15.9833 -17.6770 -0.5711 -2.2 0.1 -0.4 -0.599
H -15.6776 -19.2655 -1.9789 -0.2 0.2 0.6 0.012
H -17.3491 -18.5934 -1.8910 0.5 0.1 0.7 0.343
H -16.0645 -17.7059 -2.6662 0.0 -0.1 0.5 0.351
H -15.0981 -17.7594 -0.2656 1.4 -0.7 -0.1 0.345
C -13.1005 -19.5806 1.2541 0.4 -0.1 1.6 0.076
O -13.5628 -19.2175 -0.0102 -1.4 2.0 0.9 0.031
H -11.9910 -19.7672 1.3653 -1.2 0.4 -0.4 -0.145
H -13.3935 -18.7378 1.9440 0.4 -1.0 -0.5 0.269
H -13.6425 -20.4973 1.5404 0.3 0.2 0.4 -0.156
H -13.0665 -19.5655 -0.6994 1.4 -1.4 -1.8 -0.150
C -7.6762 -22.1210 2.2394 -1.4 1.7 0.1 -0.442
C -8.9615 -21.9749 3.1247 0.7 1.3 0.6 0.450
O -9.8389 -21.0731 2.4572 1.4 -1.8 0.2 -0.306
C -9.0985 -20.4394 1.4912 -0.6 -0.8 1.2 0.648
O -9.5647 -19.4816 0.9892 0.2 1.2 -1.5 -0.537
O -7.9373 -21.0328 1.2803 0.8 0.0 0.2 -0.305
F -8.5770 -21.2657 4.2776 0.0 -0.6 -0.3 -0.349
H -7.5857 -22.9929 1.6366 -0.1 -0.8 -0.1 0.286
H -6.7688 -21.9090 2.8323 -0.6 0.1 -0.4 0.329
H -9.4720 -22.8580 3.4731 -0.1 -0.3 -0.3 0.196
C -7.0772 -18.6500 -5.4267 -0.7 0.5 -1.1 -0.500
C -6.8852 -18.0640 -6.8190 0.6 2.1 0.6 0.115
O -8.2262 -17.8811 -7.2514 1.3 -0.5 -1.3 -0.319
C -8.9701 -18.8285 -6.6823 -0.7 -0.4 1.2 0.176
O -10.0648 -19.1582 -7.0385 0.3 0.0 0.1 -0.463
O -8.3361 -19.3049 -5.5872 -0.6 -0.9 -0.5 0.231
F -6.1153 -18.8548 -7.6123 -0.6 -0.9 -0.6 -0.290
H -7.2777 -17.8650 -4.7374 0.3 0.7 0.7 0.241
H -6.3198 -19.3413 -5.1219 0.3 -0.3 0.1 0.497
H -6.3957 -17.0813 -6.9318 -0.4 -0.3 0.6 0.287
C -13.1836 -18.5515 -8.0288 0.3 -0.5 -0.3 -0.525
C -12.4317 -17.3180 -7.5336 0.2 1.4 -2.2 0.538
O -12.4041 -17.3638 -6.1736 -1.0 -1.5 0.2 -0.283
C -13.1211 -18.4918 -5.8148 0.8 0.5 2.0 0.025
O -13.1027 -18.8520 -4.6714 -0.8 -0.1 -0.6 -0.024
O -13.7511 -19.0726 -6.8340 0.5 0.0 1.0 -0.115
F -13.2175 -16.2414 -7.9554 0.3 0.2 0.4 -0.372
H -12.5471 -19.3049 -8.4826 0.2 0.0 0.1 0.209
H -14.0272 -18.3705 -8.6746 0.1 0.6 -0.4 0.344
H -11.4059 -17.1203 -7.8941 -0.6 -0.4 -0.1 0.172
C -16.8731 -19.2509 -5.3253 -1.3 1.2 1.6 -0.070
C -16.8472 -20.7522 -4.8864 2.0 2.5 0.0 0.800
O -16.2952 -21.2862 -6.0573 0.1 -0.7 0.0 -0.304
C -16.5060 -20.4441 -7.1491 0.3 -1.3 -0.1 0.627
O -16.3344 -20.7687 -8.2747 0.2 -0.2 0.0 -0.546
O -16.9218 -19.2724 -6.7457 -0.5 0.8 0.7 -0.339
F -18.0631 -21.2472 -4.6724 -1.3 -0.5 0.0 -0.338
H -16.0059 -18.6399 -5.0335 0.0 -0.7 0.1 -0.107
H -17.7690 -18.7011 -4.9082 0.8 -0.8 -0.7 0.362
H -16.2698 -20.8849 -3.9151 -0.1 -0.3 -1.6 -0.048
C -12.5010 -23.7798 0.8890 -1.5 -0.7 1.1 0.351
C -11.9898 -24.6743 1.9551 2.0 -1.2 -1.8 0.123
O -10.5593 -24.5042 1.8138 -0.4 0.2 0.2 -0.415
C -10.2948 -23.9897 0.5713 0.4 0.3 0.9 0.384
O -9.1637 -23.7258 0.2357 -1.9 -0.5 -0.3 -0.466
O -11.4778 -23.7767 -0.0564 2.1 0.5 -1.0 -0.180
F -12.2246 -25.9807 1.6506 -0.3 -0.7 0.0 -0.342
H -12.6189 -22.8458 1.4093 -0.2 1.0 -0.5 -0.254
H -13.4307 -24.1806 0.4505 0.8 0.6 0.3 0.401
H -12.2765 -24.5412 2.9477 -0.4 0.6 1.6 0.433
C -11.4451 -17.1553 -2.5894 -1.6 -1.6 1.2 0.355
C -10.2603 -18.0970 -2.5060 0.6 -2.5 0.7 0.152
O -9.2808 -17.4874 -3.2813 -0.2 -0.4 0.5 -0.204
C -9.9287 -16.6692 -4.1210 0.1 1.2 -1.8 0.517
O -9.4606 -16.2942 -5.1550 -0.1 0.1 0.4 -0.543
O -11.1451 -16.3337 -3.6612 0.8 0.5 -1.0 -0.314
F -10.5685 -19.3450 -3.1443 0.2 1.3 0.6 -0.196
H -11.4867 -16.6049 -1.6511 -0.3 0.3 -0.1 0.347
H -12.4243 -17.6890 -2.8331 1.4 0.5 0.6 -0.187
H -9.8083 -18.4176 -1.5244 -0.8 0.7 -0.8 0.041
C -17.1318 -19.9280 2.6197 1.0 -0.1 -2.7 -0.986
C -17.5135 -20.5638 1.2260 -1.3 1.4 1.2 -0.899
C -16.3633 -21.1445 0.4735 1.1 -0.1 1.4 0.953
C -15.6430 -22.1665 1.3035 -1.2 1.7 -2.0 0.081
N -15.0440 -22.9375 1.8821 0.6 -1.2 1.2 -0.536
H -17.6425 -19.0125 2.7651 -1.4 0.4 0.7 0.414
H -16.1593 -19.4760 2.4224 0.7 -0.5 0.5 0.113
H -17.1104 -20.6374 3.4307 -0.1 0.1 0.3 0.351
H -17.9624 -19.8121 0.5587 0.4 0.2 0.3 0.307
H -18.3454 -21.2356 1.3538 -0.1 -0.8 0.1 0.453
H -15.6642 -20.3087 0.2742 -0.1 -0.7 -0.2 -0.577
H -16.7467 -21.5759 -0.4244 0.2 -0.5 -0.8 0.437
C -8.4796 -22.6503 -7.0140 -1.3 -1.7 -2.1 -1.209
C -7.4723 -22.3016 -8.1431 -0.5 -0.7 1.6 -0.370
C -6.1311 -22.7836 -7.5325 -2.0 -1.4 -0.1 -0.602
C -5.8378 -22.0733 -6.3292 0.7 0.7 -0.2 0.350
N -5.5650 -21.4018 -5.4469 0.1 0.2 0.8 -0.527
H -9.5331 -22.5316 -7.2733 0.0 0.4 -0.2 0.219
H -8.3345 -22.1654 -6.0922 0.5 0.9 1.0 0.323
H -8.4219 -23.7455 -6.8357 0.2 0.5 0.1 0.461
H -7.4700 -21.2445 -8.3818 0.2 0.3 0.1 0.227
H -7.6459 -22.8293 -9.0903 -0.1 -0.1 0.4 0.363
H -5.4319 -22.6202 -8.2902 1.8 -0.1 -0.7 0.401
H -6.2592 -23.8648 -7.2212 0.4 1.0 -0.8 0.277
C -13.3121 -23.0469 -5.1662 0.8 -0.4 0.0 -1.168
C -12.1702 -22.0224 -5.0357 1.4 -0.9 0.4 1.294
C -11.4577 -22.0614 -3.6077 -0.8 -1.6 -1.5 -0.222
C -12.4799 -21.8777 -2.5862 -0.2 2.3 0.8 0.559
N -13.3028 -21.4423 -1.8896 0.8 -1.2 -0.7 -0.574
H -13.8675 -23.0380 -4.2388 -0.4 -0.1 0.3 0.085
H -13.0130 -24.1256 -5.3464 -0.2 1.4 0.0 0.293
H -13.9760 -22.6521 -5.9236 -0.3 -0.5 -0.4 0.422
H -12.5471 -21.0337 -5.2717 0.0 0.1 0.4 -0.748
H -11.3480 -22.1937 -5.7644 -0.6 -0.1 0.3 -0.218
H -10.5685 -21.4619 -3.5768 -0.2 1.1 0.4 0.161
H -11.0050 -23.0368 -3.4386 -0.3 -0.6 -0.2 0.426
```
Positions in Å, forces in eV/Å.

orbital gap = 10.7 eV
LUMO level = 0.018 Ha
HOMO = -10.2 eV

=====

# C34H56AuN3OP2S

C34H56AuN3OP2S as an isolated structure (the ωB97M-V functional and the def2-TZVPD basis, the OMol25 dataset).

The geometry in XYZ format:
```
98
Properties=species:S:1:pos:R:3:forces:R:3:mulliken_charge:R:1
Au -0.3839 -0.0586 -0.0287 0.1 -0.7 -0.3 0.661
C 2.8675 0.2069 1.8603 -0.1 -0.1 -0.1 -1.248
C 3.1959 -0.4093 0.4998 0.0 0.4 0.0 1.209
C 4.6112 -0.0452 0.0584 -0.1 -0.1 0.0 -1.568
P 1.8886 0.0946 -0.7146 0.0 -0.5 0.0 -0.015
C 2.2359 -0.8275 -2.2889 -0.2 0.2 -0.1 0.984
C 2.1236 0.0357 -3.5490 0.0 0.0 0.1 -1.526
C 1.1880 -1.9493 -2.3413 0.1 0.0 0.1 -1.739
C 2.2463 1.8794 -0.9331 0.0 -0.1 0.0 0.984
C 3.3095 2.3574 -1.6726 -0.2 -0.1 0.1 -0.978
C 3.6033 3.7246 -1.7566 0.0 0.0 0.1 0.605
C 4.7863 4.2170 -2.5151 0.0 0.0 -0.1 -1.741
C 2.7582 4.6424 -1.1035 -0.1 0.1 0.0 -1.151
C 1.7001 4.2153 -0.3582 0.1 0.0 0.1 -0.400
C 1.4293 2.8201 -0.2182 0.3 0.2 0.1 -0.809
N 0.3829 2.3645 0.4543 -0.1 0.8 -0.1 0.731
C -0.3743 2.9917 1.3463 0.0 0.1 0.2 -0.745
C 0.1310 3.9097 2.3067 0.0 0.2 0.0 -0.687
C -0.7161 4.4889 3.2093 0.2 0.1 0.0 -1.026
C -2.0915 4.1983 3.2048 0.0 0.0 0.0 0.265
C -3.0244 4.9038 4.1282 0.0 0.0 0.0 -1.549
C -2.5828 3.2340 2.3103 0.1 -0.1 -0.2 -0.812
C -1.7656 2.6267 1.3819 -0.1 -0.1 0.0 0.539
P -2.3186 1.4022 0.1435 0.0 0.1 -0.2 0.657
C -4.1212 1.1408 0.4778 0.2 -0.1 0.0 0.713
C -4.5856 -0.1777 -0.1492 0.0 -0.1 0.1 -1.389
C -5.0406 2.2915 0.0672 0.0 0.0 0.1 -1.815
C -2.0777 2.2801 -1.4920 -0.2 0.1 0.2 1.458
C -2.6183 1.4082 -2.6278 0.0 0.0 0.1 -1.487
C -2.5709 3.7237 -1.5694 0.1 -0.1 0.0 -1.579
H 3.5688 -0.1604 2.6092 0.0 0.0 0.0 0.542
H 1.8611 -0.0612 2.1869 0.0 0.0 0.0 0.238
H 2.9486 1.2968 1.8188 0.0 0.0 0.1 0.273
H 3.0876 -1.4935 0.5616 -0.1 0.0 0.0 -0.496
H 4.7511 1.0355 0.0559 0.1 0.0 0.0 0.372
H 4.8547 -0.4351 -0.9313 0.0 0.0 0.0 0.330
H 5.3243 -0.4718 0.7641 0.0 0.0 0.0 0.509
H 3.2295 -1.2735 -2.2128 0.0 0.1 0.0 0.642
H 1.2654 0.7097 -3.4769 0.0 0.0 -0.1 0.232
H 1.9719 -0.6102 -4.4138 0.0 0.0 0.0 0.475
H 3.0125 0.6323 -3.7414 0.0 0.0 0.0 0.385
H 0.2034 -1.5181 -2.5361 0.0 0.0 0.0 0.347
H 1.1372 -2.4973 -1.3967 0.0 -0.1 0.0 0.257
H 1.4224 -2.6461 -3.1476 0.0 0.0 0.0 0.603
H 3.9502 1.6630 -2.1964 0.1 0.0 0.0 0.449
H 5.3596 3.4020 -2.9502 0.0 0.0 0.0 0.388
H 5.4412 4.7950 -1.8593 0.0 0.0 0.0 0.392
H 4.4702 4.8927 -3.3130 0.0 0.0 0.0 0.402
H 2.9451 5.7042 -1.2064 0.0 0.0 0.0 0.511
H 1.0369 4.9263 0.1172 0.0 0.0 -0.1 0.679
H 1.1956 4.1063 2.3379 0.0 0.0 0.0 0.617
H -0.3196 5.1824 3.9397 -0.1 0.0 0.0 0.441
H -2.5385 5.7338 4.6353 0.0 0.0 0.0 0.401
H -3.4192 4.2209 4.8844 0.0 0.0 0.0 0.354
H -3.8822 5.2866 3.5726 0.0 0.0 0.0 0.380
H -3.6345 2.9857 2.3559 0.0 0.1 0.0 0.626
H -4.1506 1.0151 1.5659 0.0 0.0 0.0 0.648
H -4.5602 -0.1272 -1.2379 0.0 0.0 0.0 0.235
H -5.6127 -0.3824 0.1545 0.0 0.1 0.0 0.540
H -3.9572 -1.0060 0.1737 0.0 0.0 -0.1 0.080
H -5.1740 2.3160 -1.0139 0.0 0.0 0.0 0.318
H -4.6844 3.2694 0.3903 0.0 0.0 0.0 0.377
H -6.0235 2.1273 0.5114 0.0 0.0 0.0 0.509
H -0.9903 2.2945 -1.5789 0.1 0.0 0.0 -0.208
H -3.7024 1.4892 -2.7105 0.0 0.0 0.0 0.347
H -2.3583 0.3580 -2.4735 0.0 0.0 -0.1 0.212
H -2.1909 1.7290 -3.5784 0.0 0.0 0.0 0.416
H -3.6542 3.7806 -1.6425 0.0 0.0 0.0 0.326
H -2.1535 4.1937 -2.4620 0.0 0.0 0.0 0.439
H -2.2530 4.3082 -0.7030 0.0 0.0 0.0 0.327
C 2.8671 -4.9903 -0.2560 0.0 0.0 0.0 -0.638
N 2.1456 -5.4180 0.9119 0.0 -0.3 0.2 0.142
C 2.0502 -6.8399 1.2485 0.0 0.1 -0.1 -0.602
C 1.3137 -6.8373 2.5976 -0.1 0.1 0.1 -0.560
N 1.0019 -5.4196 2.7724 0.0 -0.4 0.0 -0.105
C 1.5308 -4.6445 1.8159 -0.1 0.4 0.0 0.123
S 1.3989 -2.9643 1.7824 0.0 0.0 0.0 -0.289
H 3.9080 -5.3152 -0.1940 0.0 0.0 0.0 0.328
H 2.8367 -3.9061 -0.3169 0.0 0.0 0.0 -0.091
H 2.4186 -5.4162 -1.1566 0.0 0.0 0.0 0.321
H 3.0463 -7.2786 1.3208 0.0 0.0 0.0 0.345
H 1.4955 -7.3679 0.4698 0.0 0.0 0.0 0.332
H 1.9433 -7.2032 3.4087 0.0 0.0 0.0 0.325
H 0.3967 -7.4248 2.5770 0.1 -0.1 0.0 0.285
H 0.5740 -5.0508 3.6008 0.0 0.2 0.0 0.212
C -2.1695 -4.3575 0.6573 -0.1 0.0 -0.1 -0.244
C -2.8952 -4.2426 -0.6842 0.0 0.1 0.1 -0.683
C -2.3155 -2.9500 -1.2413 0.0 -0.1 0.0 -0.445
O -2.0162 -2.1250 -0.1000 0.0 -0.2 0.0 0.410
C -2.1481 -2.9070 1.1054 -0.1 0.0 0.2 -0.503
H -1.1507 -4.7250 0.5148 0.0 0.0 0.0 -0.123
H -2.6894 -5.0066 1.3593 0.0 0.0 0.0 0.436
H -3.9668 -4.1286 -0.5116 0.0 -0.1 -0.1 0.262
H -2.7337 -5.0855 -1.3528 0.0 0.0 0.0 0.433
H -3.0114 -2.4144 -1.8902 0.0 0.0 0.0 0.291
H -1.3914 -3.1408 -1.7930 0.0 0.0 0.0 0.144
H -3.0852 -2.6364 1.6080 0.0 0.0 -0.1 0.291
H -1.3182 -2.6651 1.7631 0.1 0.0 0.0 0.145
```
Positions in Å, forces in eV/Å.

charge = +2
orbital gap (spin up / spin down) = 4.3 / 4.3 eV
LUMO level (spin up / spin down) = -0.298 / -0.301 Ha
HOMO (spin up / spin down) = -12.5 / -12.5 eV